(1)
Entry from the OMol25 dataset: 3 unconnected molecules or ions with the total composition C43H40BrCl2INO9P2 at a distorted geometry (ωB97M-V/def2-TZVPD).

Results
E = -6869.2393 Ha
energy relative to the best compared isomer or geometry (same formula, charge and spin) = 0.0 kcal/mol
HOMO-LUMO gap = 0.183 hartree

Structure (ORCA input):
```
! RIJCOSX wB97M-V def2-TZVPD def2/J DEFGRID3
* xyz -1 1
C -3.518 3.468 8.527
C -3.120 2.927 7.511
C -2.827 2.109 6.175
C -2.843 0.562 6.494
C -3.990 0.051 7.462
C -3.579 0.059 9.020
Cl -5.642 0.781 7.159
O -3.850 2.616 5.313
P -3.276 3.523 3.891
I -5.694 3.817 3.080
C -3.719 5.042 4.970
C -2.520 5.889 5.527
C -2.322 7.181 4.976
C -3.420 1.869 2.949
C -4.415 0.798 3.542
N -4.129 -0.458 3.333
C -2.442 4.563 2.489
Br -1.402 3.525 1.152
C -3.379 5.547 1.683
C -2.378 6.546 0.866
O -1.618 3.341 4.426
C -1.369 2.518 5.538
Cl -0.533 1.063 4.698
P 0.023 2.970 6.734
O 0.554 1.721 7.389
O -0.310 4.197 7.805
O 1.298 3.524 5.741
H -4.101 3.813 9.419
H -1.855 0.321 7.012
H -2.869 -0.105 5.583
H -4.117 -1.057 7.225
H -3.647 -0.988 9.464
H -2.489 0.367 9.107
H -4.246 0.714 9.645
H -4.389 5.760 4.397
H -4.362 4.725 5.854
H -1.819 5.609 6.358
H -2.346 8.031 5.733
H -2.209 7.353 3.871
H -3.848 2.131 1.923
H -2.450 1.331 2.750
H -5.382 0.983 4.071
H -3.256 -0.522 2.790
H -1.667 5.221 3.005
H -3.975 5.046 0.855
H -3.998 6.251 2.307
H -1.298 6.412 1.157
H -2.550 6.482 -0.257
H -2.639 7.627 1.132
H 0.421 4.845 7.865
H 1.606 4.355 6.167
C 0.279 1.055 0.767
C 1.136 0.551 1.743
C 2.248 -0.197 1.376
C 2.502 -0.454 0.031
C 1.630 0.030 -0.947
C 0.525 0.794 -0.576
C 1.860 -0.276 -2.379
O 1.104 0.148 -3.234
C 3.024 -1.118 -2.754
C 3.222 -1.463 -4.089
C 4.314 -2.238 -4.452
C 5.220 -2.665 -3.484
C 5.023 -2.328 -2.152
C 3.920 -1.561 -1.782
C 3.700 -1.237 -0.351
O 4.491 -1.614 0.496
H -0.594 1.653 1.053
H 0.937 0.744 2.790
H 2.913 -0.582 2.140
H -0.147 1.184 -1.332
H 2.522 -1.131 -4.848
H 4.463 -2.510 -5.492
H 6.077 -3.264 -3.769
H 5.729 -2.666 -1.401
C 6.051 -8.018 -8.370
C 5.407 -8.921 -9.211
C 4.208 -8.573 -9.818
C 3.642 -7.324 -9.576
C 4.276 -6.428 -8.714
C 5.488 -6.774 -8.121
C 3.660 -5.113 -8.409
O 4.214 -4.330 -7.661
C 2.355 -4.773 -9.024
C 1.736 -3.567 -8.703
C 0.520 -3.233 -9.284
C -0.079 -4.099 -10.196
C 0.531 -5.304 -10.515
C 1.745 -5.649 -9.923
C 2.370 -6.955 -10.244
O 1.846 -7.714 -11.037
H 6.993 -8.287 -7.903
H 5.842 -9.897 -9.395
H 3.713 -9.278 -10.476
H 5.991 -6.076 -7.461
H 2.199 -2.887 -7.996
H 0.038 -2.296 -9.028
H -1.025 -3.834 -10.654
H 0.058 -5.977 -11.221
*
```

***

(2)
Entry from the OMol25 dataset: 6 unconnected molecules or ions with the total composition C26H54BrClF2I2N13O11P2S at a distorted geometry (ωB97M-V/def2-TZVPD).

Results
E = -7472.7284 Ha
HOMO-LUMO gap = 0.231 hartree

Structure (ORCA input):
```
! RIJCOSX wB97M-V def2-TZVPD def2/J DEFGRID3
* xyz 1 1
C 5.669 -6.943 -0.645
O 5.158 -5.730 -1.162
C 5.199 -4.609 -0.307
C 3.898 -3.767 -0.383
C 2.859 -4.358 -1.319
C 1.656 -3.468 -1.649
C 0.521 -3.178 -0.636
C 0.097 -4.492 0.109
C 0.608 -5.055 1.438
O 0.034 -4.808 2.466
I 2.054 -6.635 1.588
N 0.970 -2.041 0.235
C 0.595 -1.987 1.689
C 1.763 -2.217 2.655
C 2.636 -1.034 2.825
O 3.850 -1.077 2.751
O 1.973 0.130 2.996
C 0.581 -0.808 -0.295
N 1.484 0.072 -0.648
C 1.089 1.319 -1.348
C 2.140 1.910 -2.274
F 1.419 2.812 -3.052
P 3.233 -0.077 -0.321
O 3.676 1.163 0.334
N -0.761 -0.519 -0.429
C -1.277 0.575 0.389
C -1.778 1.766 -0.388
O -1.952 1.883 -1.563
F -2.017 2.780 0.453
C -1.627 -1.669 -0.738
Cl -2.421 -2.299 0.741
P -3.169 -1.021 -1.688
S -4.603 -2.262 -2.054
C -0.780 -2.758 -1.474
I -0.153 -1.593 -3.328
C -1.552 -3.908 -2.185
C -2.243 -5.187 -1.625
C -3.202 -5.210 -0.453
Br -3.828 -7.054 -0.240
H 6.321 -6.779 0.211
H 4.857 -7.616 -0.366
H 6.249 -7.431 -1.426
H 5.391 -4.902 0.726
H 6.041 -3.981 -0.607
H 3.534 -3.626 0.630
H 4.194 -2.807 -0.811
H 2.562 -5.374 -1.082
H 3.363 -4.454 -2.281
H 1.195 -3.955 -2.506
H 2.087 -2.517 -1.958
H -0.951 -4.389 0.348
H 0.183 -5.275 -0.635
H 0.225 -0.990 1.929
H -0.211 -2.648 1.951
H 2.348 -3.097 2.426
H 1.283 -2.407 3.610
H 2.669 0.789 3.146
H 0.255 1.045 -1.992
H 0.756 2.062 -0.629
H 2.569 1.166 -2.944
H 2.924 2.465 -1.761
H 3.317 -1.236 0.433
H 3.738 -0.279 -1.609
H -2.087 0.259 1.047
H -0.495 0.948 1.051
H -2.708 -0.267 -2.762
H -3.583 -0.066 -0.753
H -0.839 -4.311 -2.905
H -2.285 -3.423 -2.823
H -1.503 -5.960 -1.440
H -2.803 -5.568 -2.479
H -2.776 -4.981 0.510
H -4.104 -4.630 -0.597
C 4.641 4.759 -0.969
O 4.996 3.914 -1.773
N 4.253 6.014 -1.347
N 4.608 4.506 0.378
H 3.970 6.725 -0.701
H 4.278 6.226 -2.326
H 4.894 3.591 0.675
H 4.343 5.187 1.063
C -4.363 5.242 -1.654
O -4.585 6.370 -2.064
N -4.841 4.782 -0.460
N -3.606 4.341 -2.354
H -4.658 3.866 -0.102
H -5.392 5.408 0.098
H -3.230 4.623 -3.240
H -3.409 3.424 -2.005
C -5.621 7.808 -5.668
O -5.580 8.329 -6.769
N -4.731 8.090 -4.672
N -6.574 6.879 -5.331
H -4.765 7.651 -3.767
H -4.019 8.766 -4.871
H -7.253 6.644 -6.028
H -6.621 6.449 -4.426
C 0.877 -0.762 6.353
O 1.330 -1.511 5.496
N 0.467 0.508 6.053
N 0.752 -1.139 7.653
H 0.093 1.143 6.731
H 0.562 0.800 5.100
H 1.050 -2.066 7.894
H 0.386 -0.544 8.371
C -3.608 4.737 3.538
O -4.511 4.257 2.874
N -3.838 5.435 4.687
N -2.287 4.617 3.179
H -3.113 5.848 5.241
H -4.793 5.546 4.971
H -2.076 4.108 2.345
H -1.537 5.018 3.708
*
```

***

(3)
Entry from the OMol25 dataset: C11H18N2O2 in the gas phase at a distorted geometry (ωB97M-V/def2-TZVPD).

Results
SMILES string = CN(C)CC#CCOCCOCCC#N
E = -689.4596 Ha
energy relative to the best compared isomer or geometry (same formula, charge and spin) = 348.5 kcal/mol
HOMO-LUMO gap = 0.363 hartree

Structure (ORCA input):
```
! RIJCOSX wB97M-V def2-TZVPD def2/J DEFGRID3
* xyz 0 1
C -3.017 -0.009 -0.810
N -3.820 -1.168 -0.154
C -4.507 -0.712 1.041
C -2.881 -2.003 0.134
C -1.708 -1.995 1.021
C -0.833 -1.573 1.779
C 0.115 -1.106 2.690
O 1.618 -1.177 2.111
C 1.618 -0.138 0.984
C 1.278 -0.524 -0.146
O 1.830 0.223 -1.333
C 1.194 1.715 -1.358
C 1.745 2.392 -2.615
C 3.174 2.844 -2.153
N 4.211 2.962 -1.742
H -3.601 0.607 -1.181
H -2.182 0.376 -0.327
H -2.442 -0.493 -1.679
H -5.173 0.157 0.563
H -5.099 -1.449 1.165
H -3.798 -0.049 1.659
H -2.397 -2.496 -0.747
H -3.550 -2.939 0.637
H 0.387 -1.832 3.697
H 0.003 -0.197 3.224
H 1.185 0.781 1.522
H 2.687 0.092 1.026
H 1.670 -1.367 -0.330
H 0.309 -0.775 -0.317
H 1.380 2.305 -0.340
H 0.166 1.443 -1.498
H 1.309 3.266 -2.738
H 2.022 1.577 -3.457
*
```

***

(4)
Entry from the OMol25 dataset: 2 unconnected molecules or ions with the total composition C2H3NO3P at a distorted geometry (ωB97M-V/def2-TZVPD).

Results
E = -699.8923 Ha
energy relative to the best compared isomer or geometry (same formula, charge and spin) = 58.6 kcal/mol
HOMO-LUMO gap = 0.246 hartree

Structure (ORCA input):
```
! RIJCOSX wB97M-V def2-TZVPD def2/J DEFGRID3
* xyz -1 1
C -2.387 -0.118 -0.068
C 1.411 0.119 -0.005
N -1.837 -1.187 -0.037
O 2.819 0.287 0.115
O -3.179 0.748 -0.094
O 0.962 -1.001 0.098
P 0.729 1.754 -0.095
H -0.868 -1.235 -0.048
H 2.977 -0.593 0.329
H -0.627 1.227 -0.193
*
```

***

(5)
Entry from the OMol25 dataset: a molecular structure, C35H32N8O5PtSe at a distorted geometry (ωB97M-V/def2-TZVPD).

Results
E = -4687.3504 Ha
energy relative to the best compared isomer or geometry (same formula, charge and spin) = 6.4 kcal/mol
HOMO-LUMO gap = 0.226 hartree

Structure (ORCA input):
```
! RIJCOSX wB97M-V def2-TZVPD def2/J DEFGRID3
* xyz 2 1
Pt 0.994 -0.270 0.052
C 2.681 -1.695 -2.814
N 2.201 -2.491 -1.703
C 3.206 -2.876 -0.728
C 3.551 -1.809 0.262
N 2.817 -0.789 0.641
C 3.497 -0.142 1.674
C 3.160 0.979 2.426
C 4.061 1.372 3.393
C 5.264 0.678 3.608
C 5.606 -0.429 2.861
C 4.692 -0.823 1.891
N 4.694 -1.863 0.975
C 2.422 -0.222 -2.661
N 1.778 0.403 -1.698
C 1.838 1.768 -1.993
C 1.380 2.870 -1.279
C 1.638 4.113 -1.819
C 2.323 4.267 -3.034
C 2.780 3.178 -3.748
C 2.528 1.931 -3.191
N 2.874 0.649 -3.587
H 2.193 -2.022 -3.736
H 3.760 -1.824 -2.977
H 1.737 -3.324 -2.038
H 4.142 -3.197 -1.207
H 2.823 -3.728 -0.161
H 2.229 1.503 2.263
H 3.840 2.234 4.006
H 5.936 1.022 4.381
H 6.534 -0.958 3.024
H 5.404 -2.570 0.876
H 0.846 2.752 -0.345
H 1.311 4.998 -1.291
H 2.505 5.262 -3.414
H 3.314 3.293 -4.680
H 3.396 0.400 -4.412
C -2.825 3.181 4.446
O -2.896 2.404 3.245
C -2.484 2.968 2.092
C -1.900 4.221 1.961
C -1.566 4.684 0.696
C -1.799 3.919 -0.443
C -2.363 2.663 -0.323
C -2.705 2.197 0.936
N -3.436 1.009 1.151
C -3.804 0.039 0.351
C -3.144 -0.512 -0.799
C -3.911 -1.266 -1.670
C -3.395 -1.891 -2.830
C -2.054 -1.902 -3.023
C -1.166 -1.318 -2.048
C -1.716 -0.447 -1.001
O -0.974 0.238 -0.288
H -3.204 2.539 5.235
H -3.445 4.074 4.359
H -1.792 3.452 4.661
H -1.727 4.839 2.828
H -1.131 5.669 0.601
H -1.562 4.308 -1.422
H -2.589 2.082 -1.206
H -3.858 1.010 2.082
H -4.727 -0.454 0.644
H -4.974 -1.344 -1.472
H -4.061 -2.379 -3.525
H -1.626 -2.375 -3.897
H -0.123 -1.138 -2.307
Se -0.962 -3.031 -0.669
C -2.678 -3.697 -0.184
C -3.174 -3.369 1.074
C -4.388 -3.922 1.462
N -5.106 -4.725 0.689
C -4.612 -5.053 -0.499
C -3.399 -4.579 -0.979
H -2.629 -2.717 1.746
H -4.796 -3.707 2.442
H -5.205 -5.735 -1.095
H -3.021 -4.914 -1.935
O 0.993 -2.765 1.767
N 0.237 -1.967 2.279
O -0.532 -2.214 3.172
O 0.267 -0.714 1.875
*
```

***

(6)
Entry from the OMol25 dataset: 3 unconnected molecules or ions with the total composition C15H29BCl2O5P at a distorted geometry (ωB97M-V/def2-TZVPD).

Results
E = -2251.5095 Ha
HOMO-LUMO gap = 0.287 hartree

Structure (ORCA input):
```
! RIJCOSX wB97M-V def2-TZVPD def2/J DEFGRID3
* xyz 1 1
C -2.081 4.887 -2.656
C -0.992 4.210 -3.431
Cl -0.841 4.757 -5.044
C -0.168 3.249 -2.977
Cl 1.121 2.621 -3.945
P -0.176 2.509 -1.341
C 0.360 0.802 -1.469
B 1.872 0.448 -1.061
O 2.003 -0.636 -0.260
O 2.977 1.092 -1.530
C -1.751 2.498 -0.467
C -1.889 3.536 0.647
C -0.821 3.681 1.644
O -2.161 3.067 1.907
H -1.850 4.946 -1.598
H -3.039 4.390 -2.821
H -2.188 5.908 -3.016
H 0.759 3.210 -0.570
H 0.228 0.510 -2.516
H -0.326 0.209 -0.862
H 2.853 -0.669 0.195
H 2.942 2.032 -1.711
H -2.577 2.599 -1.168
H -1.797 1.533 0.056
H -2.394 4.459 0.364
H -0.129 2.890 1.907
H -0.783 4.593 2.225
C 2.910 -4.128 -0.547
C 4.278 -4.782 -0.731
C 5.050 -4.200 0.448
O 4.092 -3.982 1.487
C 2.771 -4.123 0.969
H 2.099 -4.661 -1.043
H 2.930 -3.104 -0.926
H 4.193 -5.866 -0.636
H 4.749 -4.560 -1.687
H 5.509 -3.242 0.181
H 5.831 -4.861 0.823
H 2.339 -5.061 1.331
H 2.158 -3.298 1.340
C -3.753 -2.027 2.151
C -2.619 -1.744 3.135
C -1.630 -0.989 2.259
O -2.418 -0.277 1.295
C -3.773 -0.747 1.329
H -4.708 -2.226 2.633
H -3.503 -2.882 1.520
H -2.973 -1.104 3.945
H -2.186 -2.641 3.574
H -0.960 -1.677 1.732
H -1.025 -0.272 2.816
H -4.400 0.017 1.799
H -4.117 -0.898 0.305
*
```